75
Properties=species:S:1:pos:R:3 method="wB97M-V/def2-TZVPD" charge=+1 relative_energy_kcal_mol=0.0 e_homo_ev="-9.9 / -10.8" lumo_ev="-3.8 / -6.0" e_tot_ha=-2151.24003 s_squared=6.050 multiplicity=5
F -2.51468 -1.95720 5.66364
B -2.37791 -2.64364 4.41727
H 0.77846 1.34540 -1.82080
H 3.22185 -0.87628 3.48123
H 0.04126 -2.65216 2.46363
H -2.25819 3.17784 -3.57528
C -0.19406 1.90283 2.53197
C -0.98737 0.87965 -5.06415
C 1.83711 -1.55805 -0.48346
C 1.49354 -2.35028 0.83020
H 2.94324 -1.64561 -0.61838
H -3.06570 -1.14982 -3.90653
H 3.23234 2.54932 1.84757
C 0.80010 -0.55185 5.23455
C -0.47488 1.03224 3.67618
H -0.24949 4.00312 2.91767
H -1.18711 -2.33589 -0.84507
H 0.54926 0.00448 6.14433
H 1.85023 3.26683 0.97168
H -0.90691 3.47835 1.32454
H -2.00966 0.09231 4.79460
H -2.09953 0.96960 -5.02878
H -0.27949 -3.79657 -5.00905
H 1.86829 2.78681 -3.49178
C 0.41959 0.51350 -1.14890
C 1.41664 1.96897 -4.07370
Ir 0.27774 1.55303 0.55187
F -2.91392 -1.80143 3.39540
C -0.50057 -0.56943 -5.29373
H 1.40787 -2.10629 -1.34561
C 1.74259 0.64076 3.16506
H -1.13619 -0.97934 -6.10053
C -1.32866 -1.33144 -0.41271
H 0.56214 -0.62483 -5.62012
H 3.75908 0.51892 2.55610
C -0.82915 3.22886 2.39285
H -0.73630 4.10648 -3.17722
H 3.55459 0.63347 4.31439
H 0.62685 -3.67636 -3.45353
C 0.14701 -2.21022 1.47533
H 2.48851 0.56024 -0.71975
H -0.60200 1.50430 -5.88898
H 1.44712 2.19949 -5.14856
H -0.46637 -0.97144 -2.37985
H -1.82948 3.16073 2.81603
H -2.72757 -2.77356 -4.63482
C 0.69298 0.31696 4.02461
P -0.70384 -1.72784 -3.90005
C -2.48504 -2.08824 -3.80676
H -2.70545 -2.57333 -2.83640
H 2.31291 -2.15016 1.55101
H -1.43278 -0.82034 1.73061
H -2.47616 1.65334 4.06361
H -1.61501 0.32570 -1.81609
H 1.97130 1.03626 -3.88216
C -0.79095 -0.31891 -1.47101
H -1.08629 3.58947 -4.89776
P -0.33438 1.76486 -3.54905
C 2.19325 2.88127 1.94448
H 1.19281 -2.77054 -4.91541
C 1.60602 -0.08611 -0.59486
C 3.13677 0.21235 3.38969
H 1.81175 -0.93605 5.35120
F -0.96242 -2.83739 4.17392
H 2.13343 3.68098 2.69585
H 1.61186 -3.43701 0.63413
C -0.87837 -1.44549 1.01323
H -2.41371 -1.13750 -0.36122
C 1.30543 1.72934 2.26761
H -1.42730 1.60069 5.50898
H 0.12176 -1.40303 5.17210
C 0.31163 -3.13725 -4.36010
F -3.02156 -3.88820 4.42763
C -1.19547 3.34367 -3.82843
C -1.66335 1.10661 4.54588

***

74
Properties=species:S:1:pos:R:3 method="wB97M-V/def2-TZVPD" charge=+3 relative_energy_kcal_mol=8.0 e_homo_ev=-15.8 lumo_ev=-11.2 e_tot_ha=-4688.76870 multiplicity=1
H 2.15809 -1.25758 -6.29282
C 0.53823 -3.86368 -3.98380
H -2.70247 -1.86881 2.63695
C 1.76773 -1.82175 -4.22855
H 1.08521 -3.40288 -7.24177
H 0.06471 1.36592 -4.96525
C -1.22235 4.59688 2.35492
H -1.98351 4.75336 5.58844
H -3.48252 1.25812 0.36223
H -0.42896 4.35618 -0.80161
H -0.68952 -3.61675 1.68860
N -0.98626 5.18582 1.10288
H 3.83106 1.57945 -1.05125
H 1.79123 -1.05253 3.67924
H 2.26971 -0.96298 -3.80231
H 4.84882 0.37371 -0.21819
H 0.09030 -4.88230 -5.81007
C -1.71285 4.31792 4.62828
H 1.61153 2.64943 -2.61485
C 0.73965 -0.91838 3.91464
H 2.95991 -1.77905 2.00094
H 3.24234 -2.15178 0.28310
C -1.13666 2.34611 3.29269
H -1.05863 6.20094 0.86132
C -2.72551 -2.33314 -0.43937
H 3.12873 2.29405 1.51332
H -1.68740 6.27767 3.55383
H 4.44275 -1.16474 1.15616
H -1.64875 2.32491 5.43362
C 1.15199 -2.78268 -3.40304
P -2.16798 -0.57593 -0.63272
C 3.22634 1.24206 1.81332
H -1.88525 -1.85599 4.25553
C 1.14559 -3.11960 -6.19525
H -3.83987 -0.86372 -2.35938
P -0.31509 -1.33305 2.45018
H 0.60214 0.13401 4.17824
H -0.97470 1.26619 3.18796
C 3.87264 0.53760 -0.70891
C 3.35999 -1.37974 1.05688
C 0.72314 2.02556 -2.97567
H -2.87329 -2.62743 0.60777
C -1.56921 5.18710 3.55455
H 1.93860 1.06932 -4.43562
C -0.00376 -3.15692 2.40266
Bi 0.03402 1.53911 -0.81454
C 0.57139 -4.03387 -5.34729
H -2.94656 0.66242 -2.61772
C 0.88695 1.32990 -4.21169
H -4.53212 0.01027 -0.35922
C -3.62451 0.18197 0.23425
H 0.03462 -4.60852 -3.39633
H -0.14070 -3.56975 3.41805
H -3.67325 -2.46962 -0.98674
C -0.63044 4.21152 0.23582
Se 1.05348 -3.02478 -1.41088
H -2.33771 -0.34136 3.40301
C -1.50706 2.91569 4.52369
H -0.29751 2.47248 -3.01000
H 3.78704 -0.12802 -1.57863
H 0.45303 -1.55564 4.76974
H -3.76500 -0.24753 1.23310
C -1.97484 -1.36008 3.27192
H -0.46566 -3.39544 -1.18107
H 4.29723 1.00540 1.94649
H 2.71048 1.08997 2.77186
H -2.18320 -0.88279 -3.06832
C -0.99957 3.22898 2.22468
N -0.64750 3.01274 0.87512
P 2.51152 0.16743 0.47761
H 1.00706 -3.33403 2.02527
C 1.74590 -1.99621 -5.62577
C -2.84297 -0.39350 -2.33716
H -2.01996 -3.05764 -0.86306

***

71
Properties=species:S:1:pos:R:3 method="wB97M-V/def2-TZVPD" charge=+2 relative_energy_kcal_mol=7.6 e_homo_ev=-12.6 lumo_ev=-8.4 e_tot_ha=-2130.56586 multiplicity=1
Hf -0.85440 0.01208 -1.69731
C -3.64260 4.93923 -4.30319
H -1.89932 -0.25083 2.91541
C -3.11941 0.59265 -0.69535
P -2.64273 0.53560 -5.65402
C 0.41328 -0.61306 1.46680
C -0.90940 -1.02029 1.18588
H -3.35201 5.03090 -3.24982
H -5.01241 -0.00234 -5.88385
C -2.03229 -1.02286 2.14798
C -0.37864 2.22891 -1.57293
C 0.88704 -0.04426 2.75729
H -2.51232 1.73174 -3.84944
H -2.95827 -2.36854 -0.26669
H -3.71791 1.66367 1.05021
Cl 0.05533 -0.31473 -3.77401
C -1.94339 -2.71479 -0.50804
H -4.08923 1.17087 -7.49032
H -1.90495 -2.93894 -1.58664
C -3.67801 3.06094 -6.47556
H 1.09876 -0.84775 3.48134
H -2.14904 -1.82012 -5.78393
C -1.49979 2.91072 -2.34942
H -2.42562 1.78301 -7.71426
H -1.78236 -3.66421 0.03306
H -3.45593 -0.09613 -2.70050
H -1.87838 3.79495 -1.80801
H -4.69168 4.62114 -4.35982
H 0.42881 1.77988 0.35305
C -2.06628 -0.98202 -6.49307
H -2.06102 5.13518 -7.04657
C -0.91279 -1.70890 -0.08770
H -3.61683 2.64442 -2.76475
H 3.16751 -1.64910 1.04621
C 2.72671 -0.85857 0.41717
P -2.55295 3.73518 -5.14235
H -2.67094 -1.18863 -7.38958
C -2.97415 0.67167 -2.08621
H 0.35724 -2.84076 -2.41804
H -2.09503 -1.98826 2.67753
H -1.04422 3.32445 -3.27645
H 3.15748 -0.95012 -0.58658
H 3.04298 0.10412 0.84285
H -3.55675 2.67164 -0.36851
H -1.51208 1.85858 1.66653
H -4.64374 0.64344 -4.24969
C -1.51909 4.85284 -6.13685
C -2.70519 2.01666 -2.77876
H -4.70067 3.05880 -6.07539
H -4.18713 -1.03956 -4.66021
H -1.01027 -0.85673 -6.76628
H 0.14034 0.61554 3.21736
H 1.97514 -2.24028 -2.02028
H -0.59219 4.32296 -6.38367
H -3.64785 -0.27764 -0.29162
C -1.67779 2.27247 0.65391
H 1.28571 -3.59811 -1.11170
H -1.70754 3.36850 0.79482
H 1.81790 0.52156 2.62642
H 0.62965 2.33202 -1.99842
C -3.07889 1.83205 0.16474
C 1.24962 -0.96240 0.38685
C -4.29059 -0.01820 -5.05300
C 0.46682 -1.66834 -0.59570
H -3.62850 3.80166 -7.28344
H -2.99478 -0.85696 1.65292
C -0.49874 1.89911 -0.21376
H -1.29671 5.74192 -5.52962
C 1.04435 -2.63185 -1.58827
C -3.24950 1.68045 -6.99107
H -3.51421 5.91349 -4.79196